Model a:
DFT (wB97M-V/def2-TZVPD) results for a cluster of 2 separate species, C9H12NO2 in total.

```
! wB97M-V def2-TZVPD RIJCOSX def2/J DEFGRID3
* xyz 1 1
C 3.14416 1.05522 -1.30827
C 1.97397 0.74430 -2.06848
C 3.05542 1.17552 0.09191
C 0.72820 0.82191 -1.50544
C 1.79441 1.43137 0.65698
C 0.62829 1.31412 -0.16132
C -0.61225 1.55097 0.44481
C -1.16083 -1.08318 0.82139
C -2.35048 -1.76010 0.66859
N -2.58000 -2.33772 -0.56667
O -0.99637 1.79932 1.67838
O -3.48158 -1.85037 1.40327
H 3.93459 1.03633 -1.95994
H 1.88051 0.47901 -3.05427
H 4.02039 1.19428 0.48686
H -0.30431 0.60193 -1.84470
H 1.94018 1.66370 1.64733
H -0.54078 -1.13413 0.00503
H -1.50734 1.44413 -0.34383
H -0.79244 -0.81972 1.71265
H -3.55476 -2.40415 -0.75881
H -0.21775 2.04943 2.19447
H -2.20661 -3.27960 -0.56410
H -3.46596 -1.17834 2.03753
*
```

Orbital gap (eV): 6.269

These are the Löwdin partial charges, in e, on atoms 1 to 5:
1 C 0.037
2 C -0.013
3 C -0.002
4 C 0.014
5 C 0.044

Model b:
DFT (wB97M-V/def2-TZVPD) results for a cluster of 2 separate species, C9H12NO2 in total.

```
! wB97M-V def2-TZVPD RIJCOSX def2/J DEFGRID3
* xyz 1 1
C 1.50155 3.00944 -0.16536
C 2.07404 1.83166 0.18074
C 0.36661 2.96696 -0.96693
C 1.49030 0.53813 -0.06130
C -0.15192 1.76862 -1.25791
C -2.07664 -0.75250 0.15454
C -0.92033 -2.99264 -0.20493
C -0.10786 -1.39905 1.55423
C -0.93798 -1.66998 0.42069
N 0.37096 0.61154 -0.73911
O -2.01774 0.38489 0.50524
O -0.16947 -0.46138 -1.11133
H 2.03079 3.91478 -0.10956
H 3.05887 1.91252 0.71238
H 0.05486 3.94915 -1.52540
H 1.80875 -0.44767 0.19772
H -0.94696 1.50043 -2.01278
H -2.86094 -1.23577 -0.42981
H -1.18840 -2.64512 -1.24885
H 0.01908 -3.48244 0.04291
H -1.73854 -3.45324 0.31913
H -0.33996 -2.09559 2.37506
H 1.00865 -1.42261 1.54245
H -0.32772 -0.33012 1.82818
*
```

Orbital gap (spin up / spin down) (eV): 8.329 / 8.328

These are the Löwdin partial charges, in e, on atoms 1 to 5:
1 C -0.045
2 C 0.004
3 C -0.019
4 C 0.036
5 C 0.005

Relative energies with respect to the most stable structure, expressed in kJ/mol: model a 0.0; model b 105.5.

Model a:
DFT (wB97M-V/def2-TZVPD) results for a structure of composition C60H56I2N4P2Sb2Se2Y.

```
! wB97M-V def2-TZVPD RIJCOSX def2/J DEFGRID3
* xyz 1 1
Y -1.40142 -1.00320 0.89446
C -0.93193 -3.93378 -3.11146
C -2.08081 -3.30784 -3.87069
C -1.80409 -1.86173 -4.21144
Sb -1.27062 -0.62324 -2.50248
C -0.87128 1.07795 -3.76267
C 0.32605 1.74367 -3.54873
C 0.72913 2.75949 -4.39784
C -0.05834 3.10779 -5.48178
C -1.24423 2.43095 -5.71354
C -1.64754 1.41979 -4.85786
C -3.38447 -0.38854 -2.07465
C -4.10595 0.71103 -2.51463
C -5.47445 0.78140 -2.31650
C -6.13923 -0.24069 -1.65959
C -5.42688 -1.33604 -1.20333
C -4.05896 -1.40645 -1.41203
Sb -1.02841 -3.70770 -0.94861
C -2.13949 -5.57354 -0.75253
C -1.64151 -6.76975 -1.24926
C -2.44633 -7.89561 -1.29679
C -3.75847 -7.83386 -0.85663
C -4.26569 -6.64024 -0.37376
C -3.46076 -5.51411 -0.32630
C 1.07337 -4.23621 -0.86938
C 1.93399 -3.20823 -1.24140
C 3.30202 -3.40822 -1.23720
C 3.81782 -4.63642 -0.85798
C 2.96545 -5.65444 -0.46643
C 1.59177 -5.45912 -0.46893
H 0.01903 -3.51784 -3.44429
H -0.89927 -5.01037 -3.26385
H -3.00989 -3.40217 -3.29706
H -2.23426 -3.86739 -4.80020
H -2.67652 -1.40760 -4.67828
H -0.96502 -1.79648 -4.90388
H 0.96259 1.44464 -2.72641
H 1.66792 3.26457 -4.22456
H 0.25697 3.88991 -6.15671
H -1.85026 2.67823 -6.57362
H -2.56423 0.88115 -5.05847
H -3.59318 1.52261 -3.01595
H -6.02061 1.64169 -2.67516
H -7.20797 -0.18767 -1.51204
H -5.93795 -2.14238 -0.69496
H -3.53708 -2.30885 -1.08109
H -0.62887 -6.82000 -1.62779
H -2.05286 -8.82092 -1.69153
H -4.38734 -8.71003 -0.89789
H -5.29188 -6.57844 -0.04271
H -3.88525 -4.58088 0.03153
H 1.53971 -2.23655 -1.53035
H 3.96004 -2.60092 -1.52323
H 4.88405 -4.80089 -0.87142
H 3.36918 -6.60736 -0.15625
H 0.93331 -6.25968 -0.15191
Se 3.48345 3.37935 3.08858
P 3.29079 2.91430 1.05125
C 2.68405 4.29806 0.03060
C 1.88042 4.10319 -1.08469
C 1.48172 5.19250 -1.83785
C 1.89721 6.46924 -1.49700
C 2.69304 6.66199 -0.37857
C 3.08085 5.58015 0.38987
C 4.87883 2.40436 0.31698
C 5.01237 1.38546 -0.61652
C 6.27147 1.06025 -1.09024
C 7.38944 1.75215 -0.65318
C 7.25122 2.77486 0.27210
C 5.99977 3.09836 0.75993
C 2.12408 1.57606 0.76787
C 1.19614 0.93000 1.59917
N 0.58853 0.01059 0.81678
N 1.10103 0.10205 -0.40481
N 2.00717 1.02401 -0.44795
P 0.75222 1.01796 3.34537
Se -0.88533 -0.35453 3.75086
C 0.07820 2.67058 3.69251
C 0.58225 3.57886 4.61377
C -0.07009 4.78805 4.79339
C -1.20987 5.09225 4.06744
C -1.71799 4.17736 3.15899
C -1.08343 2.96367 2.98069
C 2.23147 0.49093 4.24469
C 2.38910 0.77654 5.59633
C 3.56654 0.41791 6.22754
C 4.55748 -0.25636 5.53309
C 4.36738 -0.59699 4.20429
C 3.20781 -0.22344 3.55546
H 1.57416 3.10866 -1.36651
H 0.84291 5.04011 -2.69480
H 1.60031 7.31403 -2.10161
H 3.00829 7.65591 -0.10054
H 3.68263 5.72190 1.27722
H 4.13922 0.85863 -0.97066
H 6.38042 0.25873 -1.80533
H 8.36782 1.49556 -1.03247
H 8.11776 3.31525 0.62152
H 5.88427 3.87948 1.49947
H 1.47762 3.36110 5.17672
H 0.31678 5.49249 5.51350
H -1.71182 6.03553 4.22241
H -2.61471 4.39665 2.60045
H -1.50625 2.22563 2.30816
H 1.60337 1.28192 6.14001
H 3.72076 0.67828 7.26240
H 5.47846 -0.51771 6.02917
H 5.12746 -1.13689 3.66205
H 3.07657 -0.47305 2.50977
I 1.01905 -3.15438 2.35358
C -0.59182 -4.33709 3.13680
I -2.57578 -3.56714 2.67925
H -0.50420 -4.37490 4.21926
H -0.52541 -5.32710 2.69661
C -1.76588 2.30061 -0.44033
C -2.97248 1.74912 0.24778
C -4.20164 2.36882 0.36587
C -4.98493 1.56965 1.20483
C -4.20802 0.49018 1.57266
C -4.55078 -0.56253 2.56768
N -2.96361 0.57951 0.97356
H -1.36241 3.15621 0.10906
H -2.00887 2.65322 -1.44260
H -0.96661 1.56212 -0.53143
H -4.49099 3.29563 -0.08962
H -5.99257 1.76769 1.51605
H -5.51647 -0.32895 3.01020
H -3.81346 -0.57886 3.38019
H -4.61564 -1.57323 2.13097
*
```

Orbital gap (eV): 5.762

These are the Löwdin partial charges, in e, on atoms 1 to 5:
1 Y 0.887
2 C -0.358
3 C -0.375
4 C -0.352
5 Sb 1.441

Model b:
DFT (wB97M-V/def2-TZVPD) results for a structure of composition C60H56I2N4P2Sb2Se2Y.

```
! wB97M-V def2-TZVPD RIJCOSX def2/J DEFGRID3
* xyz 1 1
Y -0.73580 -0.54502 1.06095
C 2.13547 -2.15644 -1.89693
C 3.10131 -1.79534 -0.75878
C 2.40607 -1.42676 0.55319
Sb 1.15300 -3.11742 1.27624
C 0.67463 -3.22125 3.42082
C -0.49670 -2.61043 3.87198
C -1.00612 -2.84264 5.13639
C -0.34321 -3.71614 5.98825
C 0.80732 -4.35383 5.55324
C 1.30694 -4.12090 4.27454
C 2.92119 -4.27600 1.64039
C 3.05225 -5.60432 1.26067
C 4.18750 -6.32080 1.62677
C 5.18957 -5.70577 2.36156
C 5.05584 -4.37662 2.74511
C 3.91877 -3.66271 2.39455
Sb 1.44352 -4.21863 -1.79004
C -0.64182 -3.87654 -2.16697
C -1.39372 -4.86844 -2.79526
C -2.76272 -4.71331 -2.97560
C -3.40544 -3.57173 -2.51416
C -2.67479 -2.58129 -1.87510
C -1.30599 -2.74404 -1.71181
C 2.02361 -4.73035 -3.79134
C 1.26494 -4.39185 -4.90988
C 1.73429 -4.68363 -6.18540
C 2.96066 -5.31529 -6.34920
C 3.71833 -5.65948 -5.23919
C 3.24927 -5.37232 -3.96231
H 2.61548 -2.06153 -2.86942
H 1.28453 -1.46802 -1.89215
H 3.69661 -0.92658 -1.05400
H 3.81230 -2.60595 -0.57647
H 1.77598 -0.54430 0.36590
H 3.11921 -1.14115 1.32048
H -1.04608 -1.92382 3.22982
H -1.91927 -2.35137 5.44740
H -0.73355 -3.91003 6.98030
H 1.32334 -5.04940 6.20485
H 2.19412 -4.65200 3.96663
H 2.27413 -6.08560 0.68315
H 4.28340 -7.36054 1.33669
H 6.07450 -6.26335 2.64358
H 5.83313 -3.89644 3.32677
H 3.80323 -2.64132 2.73493
H -0.90284 -5.76680 -3.15500
H -3.32830 -5.49180 -3.47279
H -4.47355 -3.45762 -2.64717
H -3.17106 -1.69863 -1.48565
H -0.73864 -1.94410 -1.23509
H 0.30129 -3.90944 -4.79027
H 1.13909 -4.41723 -7.05100
H 3.32276 -5.54507 -7.34383
H 4.67272 -6.15588 -5.36500
H 3.84399 -5.65040 -3.09805
Se -0.66573 6.82444 2.59690
P -1.69141 5.17150 3.36231
C -1.47466 4.99977 5.17083
C -0.31414 5.53073 5.73395
C -0.14478 5.55482 7.10914
C -1.16046 5.10016 7.94009
C -2.33717 4.61539 7.38925
C -2.49322 4.54980 6.01171
C -3.49039 5.15590 3.11480
C -4.14048 6.35028 2.83386
C -5.52340 6.37081 2.70664
C -6.25387 5.20152 2.85686
C -5.60373 4.00372 3.12934
C -4.22351 3.97984 3.25581
C -1.19798 3.65621 2.46267
C -0.53009 2.45592 2.68460
N -0.51252 1.79864 1.48627
N -1.15346 2.56215 0.61128
N -1.56716 3.66162 1.15664
P 0.33229 1.69463 4.04364
Se 1.34166 -0.01938 3.24347
C 1.54913 2.82752 4.70865
C 2.30281 2.43810 5.81752
C 3.29885 3.27313 6.29256
C 3.56183 4.47858 5.65093
C 2.83554 4.84521 4.52718
C 1.82729 4.02177 4.04980
C -0.93942 1.17809 5.22057
C -2.12365 0.68258 4.66866
C -3.13683 0.21318 5.48580
C -2.95671 0.21120 6.86544
C -1.77396 0.68186 7.41459
C -0.76604 1.17944 6.59786
H 0.43292 5.96740 5.08614
H 0.76461 5.96406 7.53114
H -1.04290 5.14415 9.01629
H -3.14890 4.29615 8.03184
H -3.42263 4.17813 5.60467
H -3.55419 7.25233 2.70763
H -6.02884 7.30261 2.48703
H -7.33260 5.22040 2.75874
H -6.17031 3.08583 3.24217
H -3.72085 3.04415 3.47275
H 2.13374 1.47618 6.28684
H 3.88022 2.97924 7.15732
H 4.34826 5.12445 6.02031
H 3.04278 5.78048 4.02068
H 1.26402 4.32006 3.17361
H -2.27212 0.67448 3.59399
H -4.05447 -0.15361 5.03972
H -3.74507 -0.15783 7.51105
H -1.63916 0.68036 8.48950
H 0.13714 1.57846 7.03931
I -1.21842 1.17882 -1.82495
C -1.53779 0.23741 -3.73436
I 0.11054 -0.72942 -4.64748
H -1.81803 1.05805 -4.38270
H -2.34376 -0.47667 -3.62066
C -3.83918 1.04836 1.15779
C -3.89743 -0.40630 1.50054
C -4.97103 -1.08995 1.99006
C -4.59147 -2.46140 2.08275
C -3.30010 -2.56171 1.65374
C -2.52401 -3.83436 1.49166
N -2.82852 -1.28965 1.29676
H -4.81686 1.49603 1.32830
H -3.57926 1.22238 0.11290
H -3.13367 1.61086 1.77535
H -5.93639 -0.66427 2.22368
H -5.20941 -3.28606 2.40965
H -3.22628 -4.66783 1.48753
H -1.82422 -4.01831 2.30696
H -1.97958 -3.86527 0.54842
*
```

Orbital gap (eV): 6.351

These are the Löwdin partial charges, in e, on atoms 1 to 5:
1 Y 1.225
2 C -0.402
3 C -0.358
4 C -0.451
5 Sb 1.365

Relative energies with respect to the most stable structure, expressed in kJ/mol: model a 0.0; model b 132.2.

Model a:
DFT (wB97M-V/def2-TZVPD) results for a structure of composition CH2Cl2FN.

```
! wB97M-V def2-TZVPD RIJCOSX def2/J DEFGRID3
* xyz 0 1
C 1.34765 0.10591 0.95534
N 2.01970 -0.62768 0.18588
F 1.53174 1.39499 0.82103
Cl 2.14380 -2.25836 0.28553
Cl 3.35525 -0.00606 -0.89116
H -0.12156 -0.64907 -1.24551
H -0.84634 -0.72913 -1.61364
*
```

Orbital gap (eV): 9.208

These are the Löwdin partial charges, in e, on atoms 1 to 5:
1 C -0.312
2 N -0.960
3 F 0.022
4 Cl 0.683
5 Cl 0.513

Model b:
DFT (wB97M-V/def2-TZVPD) results for the molecule CH2Cl2FN.

```
! wB97M-V def2-TZVPD RIJCOSX def2/J DEFGRID3
* xyz 0 1
C -0.08443 0.52141 -0.30028
N -0.30010 -0.82735 0.15831
F -1.13926 1.29404 0.19275
Cl 0.64254 -1.91315 -0.80168
Cl 0.36585 -0.75505 1.98683
H 0.83112 0.90256 0.14444
H -0.31572 0.77754 -1.38036
*
```

SMILES string: FCN(Cl)Cl
Orbital gap (eV): 9.394

These are the Löwdin partial charges, in e, on atoms 1 to 5:
1 C -0.432
2 N -0.749
3 F -0.075
4 Cl 0.582
5 Cl 0.445

Relative energies with respect to the most stable structure, expressed in kJ/mol: model a 221.2; model b 0.0.

Model a:
DFT (wB97M-V/def2-TZVPD) results for a cluster of 2 separate species, C5H9N3 in total.

```
! wB97M-V def2-TZVPD RIJCOSX def2/J DEFGRID3
* xyz 2 1
C 2.02067 1.19744 -0.85072
C -1.04241 -0.28396 0.26230
C 1.96260 -2.25377 -0.99576
C -0.70002 0.63937 1.05288
C -1.40890 1.98865 1.22336
N 1.90504 0.04539 -0.78010
N 1.43371 -1.10857 -0.80540
N -1.63734 -1.16793 -0.33839
H 1.72544 2.23538 -0.88626
H 2.97066 -2.35022 -1.26912
H 1.27099 -3.12120 -0.94220
H 0.23891 0.44708 1.56884
H -1.30718 2.18179 2.30322
H -2.40513 1.79177 0.99660
H -0.98411 2.77244 0.60582
H -2.39452 -1.72649 0.18035
H -1.64839 -1.28717 -1.32541
*
```

Orbital gap (eV): 9.834

These are the Löwdin partial charges, in e, on atoms 1 to 5:
1 C 0.357
2 C -0.080
3 C 0.212
4 C -0.056
5 C 0.015

Model b:
DFT (wB97M-V/def2-TZVPD) results for the ion C5H9N3 with charge +2.

```
! wB97M-V def2-TZVPD RIJCOSX def2/J DEFGRID3
* xyz 2 1
C 1.68521 1.24763 -0.09790
C -0.25788 0.18018 -0.84753
C 0.87121 1.02512 -1.25921
C -0.13030 -1.33998 1.33887
C -1.05544 -0.29985 1.75069
N 1.11900 0.71661 0.92104
N -1.16198 -0.35045 -1.60331
N -0.01627 -0.05790 0.60831
H 2.66787 1.71669 -0.06875
H 0.52907 1.95245 -1.44986
H 1.34149 0.64276 -2.16603
H 0.62205 -1.72751 2.12058
H -0.48919 -2.11339 0.60425
H -2.02294 -0.36441 1.31628
H -0.69157 0.14031 2.70384
H -1.27995 -0.16202 -2.65089
H -1.73037 -1.20626 -1.22039
*
```

SMILES string: [NH2+]=C1CC=N[N+]12CC2
Orbital gap (eV): 10.099

These are the Löwdin partial charges, in e, on atoms 1 to 5:
1 C 0.013
2 C -0.081
3 C -0.030
4 C -0.001
5 C 0.111

Relative energies with respect to the most stable structure, expressed in kJ/mol: model a 95.2; model b 0.0.